[1]
The following is a DFT calculation (ωB97M-V with the def2-TZVPD basis set) of a 4-piece molecular cluster, C46H36BrN5O7P overall.

Positions of all 96 atoms, in Å:
N -4.55 -4.22 2.84
C -3.79 -3.49 1.90
N -4.34 -2.09 1.48
C -3.30 -1.20 1.63
N -2.28 -1.09 0.84
Br -2.06 -2.08 -0.70
N -3.36 -0.37 2.73
C -4.54 -0.91 3.52
C -5.35 -1.46 2.36
P -7.02 -2.24 2.63
N -7.51 -2.65 1.06
O -7.82 -0.84 2.83
H -5.45 -4.52 2.51
H -4.62 -3.80 3.75
H -3.74 -4.08 0.99
H -2.76 -3.41 2.26
H -1.55 -0.42 1.03
H -3.65 0.57 2.43
H -4.10 -1.65 4.18
H -5.04 -0.12 4.07
H -5.60 -0.53 1.83
H -7.03 -3.47 0.71
H -7.47 -1.90 0.38
H -8.40 -0.96 3.58
C 3.88 1.36 3.76
C 5.15 0.83 3.60
C 5.32 -0.39 2.96
C 4.22 -1.10 2.50
C 2.93 -0.57 2.69
C 2.77 0.66 3.31
C 1.74 -1.32 2.24
O 0.61 -0.86 2.36
C 1.94 -2.65 1.60
C 0.83 -3.38 1.23
C 0.97 -4.60 0.60
C 2.25 -5.10 0.35
C 3.37 -4.39 0.74
C 3.22 -3.16 1.37
C 4.43 -2.40 1.80
O 5.54 -2.83 1.60
H 3.75 2.31 4.25
H 6.01 1.37 3.96
H 6.31 -0.81 2.83
H 1.78 1.06 3.44
H -0.15 -2.97 1.44
H 0.10 -5.17 0.30
H 2.37 -6.06 -0.15
H 4.36 -4.77 0.54
C 0.52 2.75 1.08
C 1.13 3.94 0.70
C 0.36 4.97 0.17
C -1.01 4.81 0.01
C -1.61 3.61 0.38
C -0.84 2.59 0.92
C -3.07 3.39 0.17
O -3.59 2.33 0.49
C -3.86 4.48 -0.44
C -5.22 4.28 -0.69
C -5.97 5.30 -1.25
C -5.38 6.52 -1.56
C -4.04 6.72 -1.32
C -3.27 5.71 -0.77
C -1.81 5.93 -0.55
O -1.30 6.99 -0.81
H 1.12 1.95 1.50
H 2.20 4.07 0.81
H 0.82 5.90 -0.12
H -1.32 1.66 1.22
H -5.67 3.33 -0.45
H -7.02 5.14 -1.45
H -5.98 7.31 -1.99
H -3.57 7.67 -1.56
C 7.15 -2.16 -5.75
C 6.72 -1.19 -6.65
C 5.62 -0.41 -6.36
C 4.93 -0.60 -5.16
C 5.36 -1.58 -4.26
C 6.48 -2.35 -4.56
C 4.62 -1.83 -2.99
O 4.98 -2.68 -2.21
C 3.41 -1.00 -2.72
C 2.68 -1.25 -1.56
C 1.56 -0.50 -1.28
C 1.16 0.52 -2.14
C 1.89 0.77 -3.30
C 3.01 0.00 -3.59
C 3.76 0.27 -4.86
O 3.41 1.15 -5.61
H 8.02 -2.76 -5.98
H 7.24 -1.05 -7.59
H 5.28 0.35 -7.05
H 6.80 -3.10 -3.85
H 3.00 -2.04 -0.90
H 1.00 -0.70 -0.38
H 0.29 1.11 -1.92
H 1.59 1.55 -3.98

Values from the calculation:
total charge	+1
2S+1	1
calculated total energy	-5490.20725	Ha
HOMO-LUMO gap	0.295	Ha
lowest unoccupied orbital energy	-3.28	eV

=====

[2]
The following is a DFT calculation (ωB97M-V with the def2-TZVPD basis set) of a 5-piece molecular cluster, CH12O4S overall.

Positions of all 18 atoms, in Å:
C -2.77 -2.94 1.53
S -3.03 -1.35 0.63
H -3.54 -3.73 1.14
H -3.00 -2.73 2.59
H -1.73 -3.25 1.22
H -3.12 -1.54 -0.66
O 1.59 3.61 0.35
H 1.38 4.50 0.14
H 2.43 3.57 -0.25
O 5.56 1.64 2.79
H 6.17 2.28 2.48
H 5.58 0.88 2.22
O -2.63 -0.23 -5.21
H -1.86 -0.75 -4.84
H -2.60 -0.50 -6.16
O 0.54 0.06 0.24
H 0.85 0.85 0.73
H 0.19 -0.37 1.07

Values from the calculation:
total charge	0
2S+1	1
calculated total energy	-744.38161	Ha
SMILES string	CS.O.O.O.O
HOMO-LUMO gap	0.348	Ha
lowest unoccupied orbital energy	0.62	eV
energy relative to the best compared isomer or geometry (same formula, charge and spin)	1.6604	eV

=====

[3]
The following is a DFT calculation (ωB97M-V with the def2-TZVPD basis set) of a 2-piece molecular cluster, C3H7O2S overall.

Positions of all 13 atoms, in Å:
C -0.85 -1.16 0.06
S -2.58 -1.23 -0.57
C -2.78 0.58 -0.20
H -0.67 -2.24 -0.12
H -0.66 -0.92 1.14
H -0.30 -0.52 -0.72
H -2.03 0.98 0.56
H -2.63 1.30 -1.04
H -3.82 0.72 0.18
O 5.19 0.12 0.62
C 4.09 0.60 0.14
O 3.96 1.53 -0.68
H 3.08 0.25 0.62

Values from the calculation:
total charge	-1
2S+1	1
calculated total energy	-667.18335	Ha
HOMO-LUMO gap	0.238	Ha
lowest unoccupied orbital energy	2.64	eV
energy relative to the best compared isomer or geometry (same formula, charge and spin)	1.6310	eV

=====

[4]
The following is a DFT calculation (ωB97M-V with the def2-TZVPD basis set) of a 2-piece molecular cluster, C4H10IN2S overall.

Positions of all 18 atoms, in Å:
C 0.30 0.01 -2.12
C 0.96 -0.24 2.73
C -0.12 -0.59 -1.01
C -0.40 1.05 -3.01
N -0.32 -0.17 2.43
N -1.29 -0.34 -0.09
S 1.54 0.59 4.04
I 0.82 -2.56 -0.39
H 1.14 -0.39 -2.65
H -0.46 0.75 -4.02
H 0.20 1.90 -2.93
H -1.37 1.22 -2.71
H -0.97 0.29 3.10
H -0.73 -0.37 1.42
H 1.48 -0.79 2.06
H -1.90 -1.13 -0.04
H -1.69 0.49 -0.53
H 2.81 0.29 3.74

Values from the calculation:
total charge	+1
2S+1	1
calculated total energy	-963.49676	Ha
HOMO-LUMO gap	0.310	Ha
lowest unoccupied orbital energy	-4.12	eV
energy relative to the best compared isomer or geometry (same formula, charge and spin)	0.4281	eV

=====

[5]
The following is a DFT calculation (ωB97M-V with the def2-TZVPD basis set) of C6H18InO8P2 as an isolated structure.

Positions of all 35 atoms, in Å:
In -1.47 2.37 2.42
C 2.83 0.11 3.83
O 3.25 0.83 2.67
P 2.49 0.81 1.27
O 1.13 1.38 1.43
O 2.40 -0.71 0.86
C 3.49 -1.51 0.35
O 3.50 1.46 0.32
C 3.21 2.69 -0.45
H 2.28 -0.79 3.58
H 2.33 0.79 4.53
H 3.77 -0.24 4.31
H 4.33 -0.92 0.00
H 3.07 -2.15 -0.42
H 3.88 -2.11 1.18
H 2.56 3.37 0.11
H 2.76 2.40 -1.39
H 4.17 3.17 -0.61
C -0.97 0.16 -2.70
O -1.35 -0.80 -1.67
P -2.51 -0.58 -0.65
O -2.24 0.25 0.55
O -2.86 -2.05 -0.18
C -3.40 -3.06 -1.03
O -3.72 -0.13 -1.56
C -4.69 0.82 -1.13
H 0.04 0.49 -2.49
H -1.67 0.99 -2.75
H -0.97 -0.41 -3.64
H -2.77 -3.95 -0.98
H -3.59 -2.69 -2.04
H -4.42 -3.27 -0.67
H -5.21 0.51 -0.21
H -5.44 0.97 -1.91
H -4.23 1.80 -0.93

Values from the calculation:
total charge	+3
2S+1	1
calculated total energy	-1713.01282	Ha
HOMO-LUMO gap	0.090	Ha
lowest unoccupied orbital energy	-17.49	eV
energy relative to the best compared isomer or geometry (same formula, charge and spin)	1.9572	eV

=====

[6]
The following is a DFT calculation (ωB97M-V with the def2-TZVPD basis set) of a 2-piece molecular cluster, C5H9N3S overall.

Positions of all 18 atoms, in Å:
C -0.51 -0.13 -1.39
C -1.03 0.11 -0.19
C -2.46 -0.26 0.15
N -0.38 0.64 0.92
C -0.55 0.60 2.30
N 0.43 1.22 2.91
N 1.34 1.65 2.01
C 0.83 1.31 0.86
H -1.26 -0.43 -2.10
H 0.47 0.12 -1.78
H -2.84 -0.85 -0.61
H -3.19 0.53 0.22
H -2.54 -0.72 1.13
H -1.34 0.33 2.85
H 1.18 1.59 -0.22
S 3.60 -1.56 -1.98
H 3.49 -2.77 -2.51
H 4.76 -1.36 -2.57

Values from the calculation:
total charge	0
2S+1	1
calculated total energy	-758.29931	Ha
SMILES string	C=C(C)n1cnnc1.S
HOMO-LUMO gap	0.379	Ha
lowest unoccupied orbital energy	0.65	eV
energy relative to the best compared isomer or geometry (same formula, charge and spin)	1.4170	eV

=====

[7]
The following is a DFT calculation (ωB97M-V with the def2-TZVPD basis set) of one molecule with the formula C9H9NO2.

Positions of all 21 atoms, in Å:
C 0.90 2.09 -0.09
C 1.68 -0.74 -1.27
C 2.23 -0.48 1.21
C 0.50 -0.13 -1.31
C 1.15 0.11 1.56
C -2.19 0.19 0.15
C 2.75 -0.30 -0.34
C 0.10 0.98 -0.48
C -3.63 0.63 0.11
N 1.52 3.03 0.12
O -1.86 -0.92 0.31
O -1.26 1.23 -0.23
H 1.81 -1.53 -2.01
H 2.75 -1.20 1.86
H -0.40 -0.40 -1.81
H 0.43 0.57 2.37
H 3.68 -0.98 -0.59
H 2.98 0.74 -0.42
H -3.64 1.63 -0.40
H -4.00 0.77 1.04
H -4.13 -0.13 -0.41

Values from the calculation:
total charge	0
2S+1	1
calculated total energy	-553.38997	Ha
HOMO-LUMO gap (spin up / spin down)	0.282 / 0.282	Ha
lowest unoccupied orbital energy (spin up / spin down)	-0.31 / -0.31	eV
energy relative to the best compared isomer or geometry (same formula, charge and spin)	6.1492	eV

=====

[8]
The following is a DFT calculation (ωB97M-V with the def2-TZVPD basis set) of a 2-piece molecular cluster, C8H25B2NO8P overall.

Positions of all 45 atoms, in Å:
C -2.54 -2.91 0.97
C -1.14 -2.66 1.61
C -0.15 -2.31 0.49
C 1.30 -2.18 0.95
C 1.61 -0.96 1.84
C 0.71 0.27 1.65
C 1.20 1.07 0.45
N 0.27 2.18 -0.06
B 1.22 3.32 -0.53
O 1.74 3.25 -1.80
O 1.57 4.29 0.28
B -0.55 1.81 -1.31
O -1.11 2.77 -2.08
O -0.72 0.51 -1.63
P -0.84 2.89 1.13
O -1.35 4.07 0.50
O -2.07 1.92 1.38
O -0.09 3.27 2.46
H -2.41 -2.96 -0.11
H -2.97 -3.85 1.27
H -3.23 -2.09 1.16
H -0.85 -3.53 2.18
H -1.28 -1.80 2.27
H -0.20 -3.13 -0.22
H -0.53 -1.42 -0.01
H 1.51 -3.06 1.54
H 1.95 -2.26 0.08
H 2.62 -0.63 1.57
H 1.67 -1.22 2.88
H -0.35 0.04 1.62
H 0.87 0.89 2.53
H 2.13 1.56 0.75
H 1.49 0.39 -0.35
H 2.28 2.44 -1.85
H 2.28 4.82 -0.12
H -1.94 3.06 -1.65
H -1.61 0.43 -2.01
H -1.94 1.37 2.18
H -0.56 2.90 3.23
C 0.55 -2.11 -4.18
O -0.26 -2.61 -3.10
H 0.90 -2.97 -4.75
H -0.04 -1.47 -4.83
H 1.41 -1.56 -3.79
H -0.56 -1.85 -2.60

Values from the calculation:
total charge	+1
2S+1	1
calculated total energy	-1367.59988	Ha
HOMO-LUMO gap	0.348	Ha
lowest unoccupied orbital energy	-3.33	eV

=====

[9]
The following is a DFT calculation (ωB97M-V with the def2-TZVPD basis set) of C29H46BrN3P2Re as an isolated structure.

Positions of all 82 atoms, in Å:
N -5.26 1.64 -3.07
C -5.25 2.19 -1.86
C -4.18 1.96 -0.97
C -3.06 1.20 -1.37
C -3.08 0.67 -2.67
C -4.24 0.89 -3.47
C -1.80 1.16 -0.43
Re -0.30 -0.01 0.21
P 2.51 -0.50 0.25
C -0.45 1.39 -1.11
C 0.32 2.64 -0.67
C 1.65 2.50 -0.29
C 2.41 3.60 0.12
C 1.83 4.88 0.04
C 0.46 5.03 -0.32
C -0.31 3.89 -0.59
Br 2.86 6.34 0.36
H -2.07 1.86 0.38
H -0.44 1.11 -2.17
H -4.25 2.41 0.02
H -2.26 0.12 -3.13
H -6.10 2.84 -1.59
H -4.32 0.44 -4.48
H 2.09 1.47 -0.20
H -1.39 3.97 -0.77
H 3.44 3.45 0.47
H 0.02 6.02 -0.34
P -0.80 -1.91 -0.71
C 4.17 0.39 0.51
C 5.55 -0.29 0.36
H 4.15 0.83 1.52
H 4.15 1.24 -0.20
H 6.30 0.50 0.31
H 5.81 -0.93 1.20
H 5.63 -0.86 -0.57
C 2.59 -0.63 -1.62
C 3.67 -1.55 -2.18
H 2.76 0.41 -1.94
H 1.60 -0.92 -2.00
H 3.35 -1.90 -3.17
H 4.62 -1.02 -2.33
H 3.86 -2.43 -1.55
C 1.86 -0.29 1.97
C 2.27 -1.23 3.11
H 0.77 -0.58 1.87
H 1.94 0.78 2.25
H 1.35 -1.58 3.61
H 2.83 -2.09 2.71
H 2.87 -0.69 3.84
C -0.10 -3.22 0.39
C -1.00 -4.44 0.60
H 0.15 -2.77 1.37
H 0.88 -3.51 -0.04
H -1.94 -4.18 1.11
H -1.23 -4.95 -0.34
H -0.46 -5.15 1.26
C -0.13 -2.57 -2.33
C -0.25 -1.61 -3.51
H -0.68 -3.50 -2.54
H 0.93 -2.84 -2.16
H -1.30 -1.44 -3.80
H 0.19 -0.62 -3.34
H 0.26 -2.03 -4.39
C -2.58 -2.28 -1.00
C -3.53 -1.65 0.02
H -2.67 -3.37 -1.00
H -2.82 -1.91 -2.01
H -4.44 -1.29 -0.49
H -3.84 -2.37 0.80
H -3.11 -0.77 0.53
C -0.32 2.36 3.00
C -0.90 1.02 3.15
N -1.16 0.09 2.22
C -1.62 -1.07 2.91
C -1.67 -0.78 4.24
N -1.24 0.53 4.36
H -0.91 2.98 2.31
H -0.35 2.83 3.99
H 0.74 2.37 2.69
H -1.91 -1.96 2.37
H -1.95 -1.41 5.07
H -1.17 1.09 5.21

Values from the calculation:
total charge	+4
2S+1	4
calculated total energy	-4630.10655	Ha
HOMO-LUMO gap (spin up / spin down)	0.174 / 0.135	Ha
lowest unoccupied orbital energy (spin up / spin down)	-13.80 / -14.81	eV
energy relative to the best compared isomer or geometry (same formula, charge and spin)	5.5159	eV

=====

[10]
The following is a DFT calculation (ωB97M-V with the def2-TZVPD basis set) of C48H69NO9Ti as an isolated structure.

Positions of all 128 atoms, in Å:
Ti 1.58 -1.16 -1.25
C 4.03 -1.39 1.04
O 2.71 -1.03 0.62
C 2.07 -0.20 1.57
C 2.40 1.15 1.61
C 3.24 1.80 0.53
C 2.30 2.52 -0.41
C 1.98 3.86 -0.19
C 1.08 4.55 -0.99
C 0.53 3.85 -2.06
C 0.84 2.52 -2.31
C 0.16 1.79 -3.45
C -1.03 1.05 -2.88
C -2.20 1.74 -2.62
C -3.31 1.13 -2.05
C -3.19 -0.21 -1.71
C -2.04 -0.94 -1.95
C -2.02 -2.42 -1.64
C -1.69 -2.79 -0.21
C -2.44 -3.79 0.40
C -2.12 -4.30 1.65
C -1.04 -3.73 2.30
C -0.27 -2.72 1.74
C 0.97 -2.27 2.49
C 1.24 -0.78 2.51
C 0.74 0.02 3.53
C 1.07 1.37 3.64
C 1.89 1.92 2.66
C 0.60 2.17 4.85
C 1.13 1.51 6.12
C -0.94 2.20 4.87
C 1.10 3.62 4.82
C -0.57 -2.26 0.44
O 0.22 -1.36 -0.17
C -2.85 -5.49 2.27
C -3.40 -5.10 3.65
C -4.02 -5.98 1.41
C -1.85 -6.65 2.42
C -0.96 -0.30 -2.54
O 0.21 -1.02 -2.89
C 0.13 -1.52 -4.23
C -4.63 1.86 -1.84
C -4.56 3.33 -2.26
C -5.02 1.80 -0.36
C -5.71 1.17 -2.69
C 1.70 1.83 -1.46
O 2.00 0.52 -1.69
C 0.67 5.99 -0.72
C 1.36 6.57 0.52
C -0.85 6.04 -0.50
C 1.05 6.86 -1.93
H 4.22 -0.98 2.04
H 4.13 -2.47 1.08
H 4.77 -0.97 0.36
H 3.93 2.51 0.97
H 3.80 1.06 -0.02
H 2.47 4.36 0.64
H -0.15 4.35 -2.73
H -0.17 2.50 -4.20
H 0.86 1.10 -3.92
H -2.24 2.79 -2.90
H -4.02 -0.73 -1.25
H -2.99 -2.84 -1.88
H -1.28 -2.91 -2.28
H -3.29 -4.18 -0.15
H -0.76 -4.08 3.29
H 0.86 -2.60 3.52
H 1.83 -2.78 2.07
H 0.09 -0.44 4.27
H 2.16 2.96 2.69
H 0.73 0.50 6.26
H 2.22 1.44 6.09
H 0.86 2.10 7.00
H -1.35 1.19 4.95
H -1.29 2.77 5.73
H -1.32 2.66 3.96
H 2.19 3.66 4.82
H 0.72 4.16 3.96
H 0.76 4.13 5.72
H -4.11 -4.27 3.56
H -3.93 -5.95 4.10
H -2.61 -4.80 4.34
H -4.76 -5.19 1.26
H -3.67 -6.33 0.44
H -4.51 -6.81 1.91
H -1.02 -6.38 3.08
H -2.35 -7.52 2.85
H -1.45 -6.93 1.45
H -0.41 -0.80 -4.86
H 1.14 -1.63 -4.61
H -0.40 -2.47 -4.26
H -3.83 3.88 -1.67
H -4.32 3.44 -3.32
H -5.54 3.80 -2.10
H -4.26 2.29 0.26
H -5.97 2.32 -0.20
H -5.14 0.77 -0.01
H -5.43 1.18 -3.75
H -5.86 0.14 -2.38
H -6.66 1.70 -2.59
H 1.09 6.00 1.41
H 2.44 6.58 0.41
H 1.03 7.60 0.66
H -1.13 5.39 0.32
H -1.16 7.06 -0.26
H -1.39 5.73 -1.39
H 2.13 6.84 -2.10
H 0.55 6.53 -2.84
H 0.75 7.90 -1.75
O 3.16 -0.44 -4.21
H 3.96 0.08 -4.39
H 2.75 -0.04 -3.42
O 2.86 -3.44 -4.08
H 3.11 -2.50 -4.12
H 2.70 -3.73 -4.98
O 0.95 -3.41 -1.90
H 1.16 -4.03 -1.19
H 1.55 -3.63 -2.64
N 5.62 -4.48 -1.89
C 5.28 -3.07 -2.03
C 3.87 -2.88 -1.54
O 3.39 -3.84 -0.77
O 3.17 -1.89 -1.79
H 6.62 -4.62 -1.93
H 5.20 -5.01 -2.65
H 4.10 -4.52 -0.75
H 5.36 -2.67 -3.04
H 5.95 -2.49 -1.39

Values from the calculation:
total charge	+1
2S+1	2
calculated total energy	-3451.84706	Ha
HOMO-LUMO gap (spin up / spin down)	0.262 / 0.281	Ha
lowest unoccupied orbital energy (spin up / spin down)	-2.33 / -2.40	eV
energy relative to the best compared isomer or geometry (same formula, charge and spin)	1.9356	eV